(1)
A 13-piece molecular cluster, C4H34O15 overall, computed with the ωB97M-V functional and the def2-TZVPD basis.

Spin multiplicity ... 1

Geometry as XYZ:
```
53
Properties=species:S:1:pos:R:3:nbo_charge:R:1
O -1.572 28.710 10.603 -0.966
H -1.901 28.768 11.460 0.468
H -1.195 27.810 10.615 0.485
O 2.298 25.959 9.213 -0.955
H 1.971 26.543 8.542 0.472
H 1.630 25.590 9.729 0.481
O -0.245 26.282 10.896 -1.027
H -0.194 26.032 11.865 0.516
H -0.596 25.529 10.403 0.500
O -3.794 26.688 10.589 -0.991
H -3.246 26.707 9.785 0.472
H -3.213 26.953 11.327 0.482
O -3.656 24.146 9.205 -0.945
H -2.871 23.632 9.404 0.460
H -3.199 24.978 9.094 0.467
O -0.069 28.420 13.392 -0.987
H -0.024 28.930 14.181 0.472
H 0.784 28.082 13.211 0.509
O 2.123 26.922 12.925 -0.954
H 2.487 27.116 12.056 0.505
H 2.889 26.762 13.422 0.470
O -2.621 27.268 12.923 -0.965
H -3.209 27.057 13.658 0.477
H -1.855 27.605 13.342 0.499
O -0.823 23.766 9.728 -0.965
H -0.367 23.037 10.081 0.504
H -0.535 23.970 8.841 0.484
O 1.440 28.675 10.612 -0.988
H 0.563 29.168 10.742 0.500
H 1.090 27.796 10.461 0.475
O -2.367 26.430 8.300 -0.948
H -2.635 26.956 7.522 0.507
H -1.556 25.987 8.084 0.475
C -2.723 24.050 13.130 -0.095
C -1.241 23.699 13.340 -0.085
O -0.484 24.910 13.427 -0.745
O -3.498 22.792 13.103 -0.718
H -2.763 24.461 12.147 0.209
H -3.049 24.773 13.926 0.148
H -0.828 23.021 12.571 0.183
H -0.974 23.152 14.255 0.174
H -0.877 25.384 14.122 0.476
H -4.375 23.039 13.164 0.470
C 2.703 23.812 12.439 -0.094
C 3.993 24.390 11.807 -0.066
O 5.044 24.330 12.675 -0.699
O 1.769 24.002 11.409 -0.757
H 2.355 24.205 13.362 0.173
H 2.891 22.714 12.523 0.166
H 3.856 25.447 11.509 0.152
H 4.210 23.689 10.975 0.187
H 4.725 24.814 13.454 0.447
H 1.044 24.521 11.771 0.485
```

(2)
A 14-piece molecular cluster, C4H35NO13 overall, computed with the ωB97M-V functional and the def2-TZVPD basis.

Spin multiplicity ... 1

Geometry as XYZ:
```
53
Properties=species:S:1:pos:R:3:nbo_charge:R:1
C 1.710 -0.088 -2.378 -0.608
C 0.839 0.601 -1.330 -0.411
C -0.516 0.001 -0.965 -0.265
C -2.244 0.869 0.360 -0.022
N -1.459 1.055 -0.623 -0.474
H 1.639 -1.173 -2.171 0.187
H 1.383 -0.008 -3.408 0.222
H 2.760 0.075 -2.147 0.220
H 0.723 1.608 -1.747 0.208
H 1.353 0.906 -0.409 0.192
H -0.437 -0.700 -0.131 0.178
H -0.880 -0.509 -1.855 0.200
H -2.208 -0.097 0.839 0.180
H -2.771 1.774 0.643 0.189
H -1.419 0.825 3.314 0.508
H -2.768 0.185 3.163 0.467
O -1.831 -0.037 3.109 -0.987
H -1.919 -3.780 -0.118 0.496
H -1.653 -2.327 0.161 0.496
O -2.057 -2.911 -0.503 -0.989
H -2.211 -3.862 -2.752 0.484
H -2.148 -2.377 -2.721 0.461
O -2.447 -3.094 -3.282 -0.947
H 4.287 -1.307 -0.427 0.498
H 3.728 -0.179 0.693 0.512
O 4.003 -1.072 0.453 -1.006
H 0.571 2.267 3.817 0.484
H -0.531 2.927 3.061 0.505
O -0.387 2.211 3.715 -0.977
H 1.399 4.358 -2.185 0.469
H 1.904 3.907 -0.940 0.466
O 2.235 4.018 -1.844 -0.934
H 0.397 -2.051 1.801 0.498
H -1.120 -1.837 2.211 0.505
O -0.495 -2.437 1.781 -1.012
H -0.196 3.733 0.485 0.503
H -0.380 2.415 1.133 0.472
O 0.054 3.259 1.298 -1.000
H -0.749 2.882 -1.315 0.521
H -1.203 4.338 -1.641 0.492
O -0.610 3.824 -1.082 -0.999
H 2.063 -2.583 2.710 0.479
H 2.635 -1.743 1.611 0.502
O 2.112 -1.658 2.433 -0.973
H 0.350 -4.300 -2.546 0.482
H -0.022 -3.802 -1.095 0.482
O -0.276 -4.375 -1.822 -0.962
H 3.404 0.616 2.671 0.487
H 2.949 1.723 1.691 0.478
O 3.724 1.320 2.099 -0.948
H -4.517 -0.992 -1.580 0.487
H -3.056 -1.552 -1.151 0.495
O -3.711 -0.845 -1.084 -0.991
```

(3)
A 14-piece molecular cluster, C4H35NO15S overall, computed with the ωB97M-V functional and the def2-TZVPD basis.

Spin multiplicity ... 1

Geometry as XYZ:
```
56
Properties=species:S:1:pos:R:3:nbo_charge:R:1
O 3.690 0.371 -0.705 -0.724
C 2.831 1.131 -1.165 0.556
N 1.871 1.702 -0.422 -0.578
C 1.691 1.547 1.012 -0.120
C 1.601 2.944 1.609 -0.519
S 1.869 2.948 3.419 -0.025
C 0.411 0.718 1.354 -0.068
O 0.746 -0.530 1.943 -0.783
H 2.846 1.425 -2.211 0.152
H 1.160 2.257 -0.890 0.422
H 2.539 0.997 1.418 0.235
H 2.400 3.595 1.245 0.233
H 0.656 3.422 1.360 0.236
H 0.634 2.638 3.805 0.121
H -0.212 0.549 0.476 0.190
H -0.196 1.229 2.098 0.197
H 1.319 -1.118 1.390 0.500
H -0.903 -2.493 -1.556 0.523
H -0.878 -1.630 -2.951 0.520
O -1.443 -2.030 -2.250 -1.041
H -4.636 -2.617 -2.241 0.482
H -3.199 -2.203 -2.707 0.504
O -4.147 -1.944 -2.739 -0.986
H -2.821 -1.245 1.436 0.510
H -3.414 -0.424 0.237 0.490
O -3.572 -0.650 1.179 -1.013
H 5.944 -0.016 1.355 0.486
H 4.557 0.428 0.737 0.506
O 5.071 0.337 1.559 -0.984
H -2.348 -0.724 -1.618 0.515
H -3.772 -0.329 -1.886 0.525
O -2.978 0.028 -1.425 -1.031
H -2.649 2.573 0.404 0.501
H -2.604 1.680 -0.849 0.477
O -2.336 2.558 -0.525 -1.014
H -0.707 0.258 -3.996 0.519
H -0.363 -0.843 -5.050 0.480
O -0.190 -0.573 -4.154 -0.987
H -2.102 2.428 -3.484 0.495
H -2.227 1.110 -2.620 0.502
O -1.672 1.587 -3.285 -1.004
H 0.918 -2.825 -0.032 0.528
H 0.276 -4.213 -0.481 0.496
O 0.072 -3.289 -0.286 -1.003
H 4.178 -0.805 2.484 0.509
H 2.832 -1.015 3.230 0.491
O 3.535 -1.496 2.776 -0.983
H -2.961 1.902 2.955 0.472
H -3.339 0.940 1.775 0.511
O -3.154 1.891 2.011 -1.011
H 2.907 -1.378 -0.111 0.513
H 2.910 -2.046 1.323 0.524
O 2.432 -2.048 0.433 -1.028
H -1.024 -2.827 1.031 0.492
H -0.646 -1.633 1.868 0.492
O -1.406 -2.249 1.712 -1.003
```

Across the entries above, F_max takes the values 0.076 0.058 0.021 Eh/bohr, respectively.
Across the entries above, energy relative to the best compared isomer or geometry (same formula, charge and spin) takes the values 39.9 69.7 0.0 kcal/mol, respectively.